C21H24IN5S4Sr | ωB97M-V/def2-TZVPD

```
! RIJCOSX wB97M-V def2-TZVPD def2/J DEFGRID3
* xyz -2 1
Sr 0.55 0.35 0.23
C -1.30 1.48 1.47
C -1.31 1.77 -0.04
N 0.00 2.26 -0.56
C 0.63 2.81 0.67
C 1.01 1.83 1.86
C 1.22 2.79 3.04
C 2.02 2.36 4.05
C 2.43 0.99 4.03
C 2.38 0.34 2.81
C 2.34 -1.18 2.75
N 0.87 -1.47 2.70
C 0.05 -0.93 3.82
C -0.51 0.50 3.52
N -0.14 0.81 2.09
N 2.15 0.98 1.63
H -2.28 1.08 1.69
H -1.38 2.37 2.09
H -2.08 2.55 -0.07
H -1.76 0.87 -0.51
H -0.15 3.01 -1.22
H -0.03 3.60 1.04
H 1.58 3.32 0.47
H 0.72 3.74 3.03
H 2.21 3.00 4.90
H 2.69 0.46 4.94
H 2.81 -1.62 3.64
H 2.77 -1.56 1.83
H 0.62 -2.45 2.54
H 0.59 -0.90 4.77
H -0.82 -1.57 3.92
H -0.20 1.34 4.13
H -1.59 0.51 3.58
H 0.05 -0.21 1.84
S -1.91 -1.22 1.29
S -1.56 -3.26 1.22
S -0.07 -3.57 -0.32
S 1.11 -1.92 -0.78
I 3.00 -1.03 -2.69
C 2.90 0.50 -0.95
H 3.18 1.36 -1.59
H 3.80 0.11 -0.45
N -4.26 -4.05 -7.38
C -3.53 -3.40 -6.77
C -2.65 -2.55 -6.01
C -2.70 -1.17 -6.21
C -1.94 -0.33 -5.43
C -1.10 -0.84 -4.41
C -1.01 -2.25 -4.27
C -1.77 -3.08 -5.05
C -0.42 -0.03 -3.47
C 0.18 0.31 -2.44
H -3.36 -0.77 -6.97
H -1.98 0.74 -5.58
H -0.34 -2.62 -3.51
H -1.71 -4.16 -4.93
*
```

Relative energy (zero: lowest compared OMol25 entry of this formula, charge and spin) = 311.4 kcal per mole
Kohn-Sham gap = 3.7 eV
LUMO = 3.59 eV

=====

C5H13N2O | ωB97M-V/def2-TZVPD

```
! RIJCOSX wB97M-V def2-TZVPD def2/J DEFGRID3
* xyz 2 2
C 0.10 1.47 1.38
O 0.16 0.05 1.64
C -1.02 1.80 0.44
C -2.26 2.14 0.89
H 1.10 1.77 0.94
H -0.01 2.07 2.33
H -0.75 -0.29 1.57
H -0.87 1.65 -0.64
H -3.11 2.34 0.24
H -2.54 2.07 1.92
C 1.34 -0.87 -1.08
C 0.20 -1.62 -1.30
N -0.52 -1.79 -2.44
N 1.83 -0.96 0.25
H 1.80 -0.28 -1.85
H -0.16 -2.22 -0.43
H -1.53 -1.62 -2.30
H -0.19 -1.29 -3.26
H 2.67 -0.41 0.48
H 2.02 -1.97 0.49
H 0.94 -0.57 0.86
*
```

Relative energy (zero: lowest compared OMol25 entry of this formula, charge and spin) = 64.3 kcal per mole
Kohn-Sham gap (alpha / beta) = 8.5 / 4.8 eV
LUMO (alpha / beta) = -8.76 / -12.40 eV

=====

C39H34BrLiNO3SSb | ωB97M-V/def2-TZVPD

```
! RIJCOSX wB97M-V def2-TZVPD def2/J DEFGRID3
* xyz 0 1
Li -0.25 0.30 -0.04
O 0.87 1.30 -1.06
S 2.33 1.28 -0.65
C 2.60 2.69 0.38
C 2.11 3.94 0.03
C 2.30 5.00 0.91
C 2.98 4.80 2.10
C 3.47 3.55 2.44
C 3.28 2.48 1.57
C 3.20 1.77 -2.12
C 2.51 1.94 -3.30
C 3.21 2.26 -4.45
C 4.59 2.41 -4.41
C 5.28 2.23 -3.21
C 4.58 1.90 -2.06
H 1.57 4.07 -0.90
H 1.92 5.98 0.66
H 3.12 5.62 2.78
H 3.98 3.39 3.38
H 3.63 1.49 1.82
H 1.43 1.82 -3.31
H 2.69 2.40 -5.39
H 5.14 2.65 -5.31
H 6.35 2.34 -3.18
H 5.11 1.76 -1.12
C 2.95 -1.94 -2.90
C 2.68 -3.39 -2.60
C 3.55 -4.36 -3.07
C 3.34 -5.71 -2.80
C 2.25 -6.10 -2.05
C 1.37 -5.14 -1.57
C 1.57 -3.79 -1.84
Sb 0.22 -2.35 -1.04
C -1.59 -3.04 -1.93
C -1.58 -4.00 -2.93
C -2.77 -4.43 -3.52
C -3.97 -3.89 -3.09
C -3.98 -2.92 -2.10
C -2.80 -2.47 -1.52
C -2.85 -1.36 -0.51
C -0.03 -3.27 0.87
C -1.17 -3.99 1.20
C -1.35 -4.50 2.48
C -0.37 -4.30 3.43
C 0.78 -3.61 3.11
C 0.97 -3.09 1.83
C 2.25 -2.38 1.50
H 3.85 -1.84 -3.51
H 3.09 -1.36 -1.99
H 2.12 -1.48 -3.45
H 4.41 -4.06 -3.66
H 4.03 -6.44 -3.18
H 2.08 -7.14 -1.82
H 0.53 -5.44 -0.96
H -0.65 -4.44 -3.26
H -2.75 -5.18 -4.29
H -4.90 -4.23 -3.52
H -4.92 -2.50 -1.78
H -3.88 -1.09 -0.26
H -2.40 -0.45 -0.94
H -2.34 -1.58 0.42
H -1.95 -4.14 0.46
H -2.25 -5.05 2.72
H -0.50 -4.68 4.44
H 1.55 -3.46 3.86
H 2.93 -2.37 2.35
H 2.05 -1.34 1.22
H 2.77 -2.86 0.67
Br 3.99 0.55 5.18
C 2.21 -0.10 5.08
C 1.66 -0.77 6.16
N 0.43 -1.26 6.14
C -0.29 -1.08 5.03
C 0.18 -0.43 3.90
C 1.47 0.08 3.93
C -0.67 -0.32 2.66
O -1.80 -0.76 2.68
O -0.09 0.22 1.67
H 2.24 -0.92 7.06
H -1.29 -1.49 5.02
H 1.86 0.59 3.06
*
```

Relative energy (zero: lowest compared OMol25 entry of this formula, charge and spin) = 0.0 kcal per mole
Kohn-Sham gap = 8.5 eV
LUMO = 0.15 eV

=====

C5H13O2 | ωB97M-V/def2-TZVPD

```
! RIJCOSX wB97M-V def2-TZVPD def2/J DEFGRID3
* xyz -1 1
C -0.74 -0.58 1.58
O 0.46 -0.68 2.22
C -0.64 0.32 0.32
C 0.06 -0.36 -0.86
C 0.88 0.69 -1.69
C -0.92 -1.13 -1.77
H -1.10 -1.59 1.27
H -1.54 -0.11 2.20
H -0.02 1.15 0.67
H -1.57 0.80 -0.02
H 0.79 -1.06 -0.47
H 0.62 0.69 -2.75
H 0.73 1.72 -1.36
H 1.95 0.49 -1.61
H -1.97 -1.00 -1.50
H -0.75 -2.21 -1.66
H -0.83 -0.88 -2.82
H 2.15 1.69 2.48
H 1.01 0.58 2.68
O 1.43 1.47 3.09
*
```

Relative energy (zero: lowest compared OMol25 entry of this formula, charge and spin) = 9.0 kcal per mole
Kohn-Sham gap = 7.1 eV
LUMO = 3.77 eV

=====

C29H48BrN3P2PtS | ωB97M-V/def2-TZVPD

```
! RIJCOSX wB97M-V def2-TZVPD def2/J DEFGRID3
* xyz 4 5
N -4.89 -1.14 3.57
C -3.99 -0.24 3.99
C -3.50 0.78 3.18
C -3.87 0.81 1.81
C -4.95 -0.01 1.43
C -5.36 -1.01 2.33
C -3.09 1.60 0.87
Pt 1.07 -0.46 -0.39
P 2.68 0.51 -1.61
C -3.31 1.80 -0.47
C -2.28 2.40 -1.34
C -2.16 2.05 -2.70
C -1.05 2.44 -3.46
C -0.04 3.23 -2.90
C -0.16 3.61 -1.55
C -1.28 3.25 -0.81
Br 1.37 3.94 -4.03
H -2.13 1.92 1.29
H -4.18 1.37 -0.96
H -2.82 1.51 3.60
H -5.42 0.09 0.45
H -3.65 -0.35 5.03
H -6.10 -1.75 2.01
H -2.95 1.46 -3.17
H -1.42 3.65 0.20
H -0.93 2.11 -4.49
H 0.64 4.19 -1.11
P -0.29 -2.23 -0.71
C 2.99 2.08 -0.74
C 3.72 3.10 -1.60
H 3.53 1.86 0.20
H 2.00 2.45 -0.43
H 3.85 4.05 -1.07
H 4.70 2.75 -1.93
H 3.11 3.33 -2.48
C 2.10 0.55 -3.34
C 3.19 0.76 -4.39
H 1.34 1.34 -3.41
H 1.56 -0.39 -3.50
H 2.74 1.06 -5.35
H 3.90 1.54 -4.11
H 3.74 -0.17 -4.56
C 4.09 -0.66 -1.61
C 5.42 0.03 -1.87
H 3.87 -1.42 -2.38
H 4.07 -1.19 -0.65
H 6.24 -0.68 -1.81
H 5.45 0.49 -2.86
H 5.60 0.81 -1.12
C 0.68 -3.51 0.21
C 2.08 -3.69 -0.39
H 0.10 -4.44 0.22
H 0.77 -3.16 1.25
H 2.32 -4.76 -0.44
H 2.18 -3.27 -1.39
H 2.84 -3.22 0.25
C -0.15 -2.62 -2.49
C -1.23 -1.99 -3.36
H -0.13 -3.71 -2.60
H 0.84 -2.26 -2.82
H -1.05 -2.24 -4.42
H -2.23 -2.37 -3.11
H -1.24 -0.90 -3.28
C -2.07 -2.24 -0.28
C -2.36 -2.80 1.10
H -2.62 -2.80 -1.05
H -2.41 -1.19 -0.35
H -3.42 -3.07 1.19
H -1.76 -3.69 1.32
H -2.17 -2.04 1.87
S 2.01 -0.54 1.71
C 0.78 -0.21 2.90
N -0.24 -1.05 3.14
C -0.72 -1.25 4.51
C -0.76 0.06 5.26
C 0.56 0.76 5.12
N 0.94 0.86 3.71
H -0.16 -1.92 2.60
H -0.04 -1.93 5.04
H -1.71 -1.71 4.46
H -0.98 -0.14 6.31
H -1.56 0.69 4.88
H 1.32 0.19 5.66
H 0.54 1.77 5.54
H 1.79 1.38 3.51
*
```

Relative energy (zero: lowest compared OMol25 entry of this formula, charge and spin) = 13.4 kcal per mole
Kohn-Sham gap (alpha / beta) = 8.0 / 3.9 eV
LUMO (alpha / beta) = -11.52 / -15.84 eV

=====

C4H6NO2 | ωB97M-V/def2-TZVPD

```
! RIJCOSX wB97M-V def2-TZVPD def2/J DEFGRID3
* xyz -1 1
C -0.13 1.15 0.33
C -1.45 1.37 0.22
C 0.20 -0.14 -0.22
C 1.37 -1.04 0.39
N -0.98 -0.93 -0.31
O -1.33 -1.51 -1.38
O -2.25 0.45 -0.12
H 0.76 1.69 0.61
H -1.86 2.31 0.59
H 0.59 0.32 -1.64
H 2.10 -1.05 -0.39
H 1.10 -2.06 0.62
H 1.89 -0.55 1.30
*
```

Relative energy (zero: lowest compared OMol25 entry of this formula, charge and spin) = 138.6 kcal per mole
Kohn-Sham gap = 6.9 eV
LUMO = 4.31 eV